Record 1
An isolated molecule of C20H18F3N3O. Source: OMol25; level of theory: ωB97M-V/def2-TZVPD.

The HOMO energy comes out at -8.2297 eV. The calculation puts the energy relative to the best compared isomer or geometry (same formula, charge and spin) at 0.4967 eV. The LUMO energy comes out at 0.0233 hartree. Its SMILES is O=C(NCc1ccccn1)[C@H]1Nc2ccc(C(F)(F)F)cc2[C@H]2C=CC[C@@H]12. The calculation puts the gap between HOMO and LUMO at 0.3258 Eh.

Positions of all 45 atoms, in Å:
1 F 4.50 4.69 -1.95
2 H -1.09 -2.79 3.05
3 C -4.70 -0.51 4.02
4 C 0.04 -1.27 -1.87
5 H 2.75 4.14 -0.39
6 H 0.35 -3.41 -1.38
7 H 2.71 -3.40 -2.38
8 N 0.23 0.43 -0.09
9 H -5.75 -0.67 4.18
10 C -2.61 -1.25 3.15
11 H -4.49 1.36 5.25
12 H 0.49 -0.18 -3.66
13 C 1.54 0.81 -2.04
14 H -2.44 -3.12 1.98
15 C 4.11 3.64 -2.77
16 F 3.57 4.13 -3.89
17 C 2.46 3.21 -0.83
18 H 2.90 -1.24 -3.79
19 C -4.00 -1.42 3.28
20 C 1.08 1.24 -0.78
21 C 0.92 -2.47 -1.36
22 H 2.95 1.26 -3.59
23 H 1.03 2.73 0.77
24 C 2.13 -1.41 -3.06
25 N -1.96 -0.20 3.69
26 F 5.24 2.94 -3.03
27 N -0.99 -1.66 1.34
28 H -0.16 0.85 0.75
29 C -1.81 -2.33 2.38
30 H -1.36 0.26 -1.44
31 H 1.25 -2.23 -0.35
32 H -0.17 -1.16 1.67
33 C -0.72 -0.42 -0.87
34 C 2.03 -2.54 -2.31
35 C -1.53 -1.34 0.08
36 C 1.49 2.43 -0.18
37 C 2.54 1.60 -2.63
38 C 2.99 2.81 -2.08
39 C -4.02 0.59 4.64
40 H -0.73 -1.67 -2.54
41 H -4.48 -2.30 2.85
42 O -2.60 -1.80 -0.30
43 C 1.03 -0.45 -2.76
44 H -2.09 1.48 4.82
45 C -2.64 0.66 4.41

=====

Record 2
An isolated molecule of C20H18F3N3O4S. Source: OMol25; level of theory: ωB97M-V/def2-TZVPD.

The HOMO energy comes out at -9.0070 eV. The calculation puts the energy relative to the best compared isomer or geometry (same formula, charge and spin) at 1.0098 eV. The LUMO energy comes out at -0.0175 hartree. Its SMILES is N#Cc1ccc(C(=O)Nc2cc(S(=O)(=O)N3CCCC3)ccc2OCC(F)(F)F)cc1. The calculation puts the gap between HOMO and LUMO at 0.3135 Eh.

Positions of all 49 atoms, in Å:
1 C -2.86 -1.81 -0.02
2 H -2.57 -3.37 -1.44
3 C -6.90 -2.94 -0.02
4 N -1.13 -0.17 0.18
5 H -3.44 -0.38 1.49
6 O -0.56 -2.33 -0.27
7 O -1.10 2.32 1.01
8 H 6.10 -2.97 -0.63
9 C 0.11 0.47 0.21
10 S 3.99 -0.28 -0.59
11 H 3.45 2.39 0.35
12 C 3.95 -2.94 -0.47
13 H 4.89 -3.89 2.00
14 O 5.10 0.51 -0.12
15 H -4.97 -4.04 -1.47
16 C -3.77 -1.16 0.81
17 H 3.15 -3.62 -0.14
18 H 3.96 -1.77 2.36
19 C 1.30 -0.15 -0.15
20 H 3.85 -2.73 -1.53
21 N -8.00 -3.24 -0.01
22 H 1.30 -1.18 -0.47
23 H 5.30 -0.94 1.54
24 C -1.29 3.69 1.18
25 C -5.10 -1.53 0.82
26 C 5.32 -3.49 -0.08
27 C -1.40 -1.49 -0.05
28 C 2.51 1.88 0.31
29 F -1.90 5.67 0.04
30 H -2.23 3.81 1.73
31 H 1.37 3.54 0.98
32 H -1.91 0.46 0.34
33 H 6.41 -3.03 1.77
34 C 1.33 2.51 0.68
35 C 2.48 0.56 -0.09
36 C -5.53 -2.56 -0.02
37 C 0.13 1.82 0.63
38 F -0.31 4.52 -0.85
39 F -2.34 3.80 -0.95
40 C -1.45 4.42 -0.16
41 H -0.48 4.17 1.75
42 O 3.89 -0.56 -1.99
43 H 5.41 -4.56 -0.25
44 C 4.63 -1.80 1.49
45 C -3.29 -2.86 -0.82
46 C 5.39 -3.13 1.41
47 N 3.84 -1.70 0.27
48 H -5.80 -1.03 1.46
49 C -4.62 -3.23 -0.84

=====

Record 3
A structure of composition C20H18F3NORhS. Source: OMol25; level of theory: ωB97M-V/def2-TZVPD.

The HOMO energy (spin up / spin down) comes out at -11.3377 / -11.3426 eV. The net charge is +1. The calculation puts the energy relative to the best compared isomer or geometry (same formula, charge and spin) at 1.7373 eV. The LUMO energy (spin up / spin down) comes out at -0.1775 / -0.1783 hartree. The calculation puts the gap between HOMO and LUMO (spin up / spin down) at 0.2391 / 0.2385 Eh.

Positions of all 45 atoms, in Å:
1 C 4.67 -3.60 -0.31
2 H -5.11 -2.36 1.49
3 H 3.99 2.01 -0.29
4 C -0.99 3.25 1.87
5 C -3.79 -0.69 1.74
6 C -1.43 3.13 3.15
7 C -4.45 -1.66 1.00
8 H 2.15 -3.51 -1.27
9 H -4.76 -2.44 -0.99
10 C -2.29 1.32 1.72
11 H 1.88 1.96 -0.76
12 H -0.48 -1.41 -0.86
13 C -3.40 -0.80 -0.96
14 C 1.37 1.01 -0.97
15 H 3.16 1.64 1.23
16 H -1.23 3.77 3.98
17 F -3.33 3.02 -2.81
18 F -4.13 3.00 -0.80
19 H 0.12 -2.68 -1.94
20 H 5.62 -3.34 0.14
21 C 0.27 -1.65 -1.62
22 H 4.85 -4.00 -1.31
23 C 1.64 -1.45 -1.08
24 C 3.38 -0.05 -0.07
25 H -3.20 -0.80 -2.03
26 C 2.49 -2.54 -0.94
27 H -3.91 -0.63 2.81
28 C -2.96 0.22 1.08
29 H -0.36 4.06 1.53
30 H 4.83 1.12 0.97
31 S -2.46 1.75 3.38
32 H 4.20 -4.40 0.27
33 C -3.00 3.21 -1.52
34 C 2.11 -0.17 -0.70
35 C -4.26 -1.71 -0.38
36 C -1.47 2.22 1.03
37 O 0.21 1.07 -1.47
38 N -2.76 0.13 -0.25
39 C 3.86 1.25 0.49
40 H 5.13 -1.08 0.56
41 C 3.76 -2.42 -0.39
42 C 4.17 -1.17 0.08
43 Rh -1.50 1.90 -0.98
44 H 0.09 -0.99 -2.48
45 F -2.69 4.52 -1.37

=====

Record 4
A structure of composition C20H18F5N7O6S3Se2Te2Zr. Source: OMol25; level of theory: ωB97M-V/def2-TZVPD.

The HOMO energy comes out at -1.2669 eV. The net charge is -2. The LUMO energy comes out at 0.1349 hartree. The calculation puts the gap between HOMO and LUMO at 0.1814 Eh.

Positions of all 64 atoms, in Å:
1 H 0.44 2.27 -4.67
2 C -5.77 -0.24 -0.04
3 F 3.59 0.89 -2.53
4 O -2.19 1.33 -1.98
5 C 4.16 1.13 -1.34
6 F 7.10 -0.09 0.40
7 N 0.49 1.11 -2.97
8 C -0.34 -3.48 0.68
9 O -0.43 3.27 -1.84
10 S -2.31 -0.12 -2.08
11 S 2.21 3.04 -0.85
12 C 3.00 -1.30 1.06
13 H 0.08 -3.85 1.60
14 C -6.32 -1.46 -0.44
15 F 5.76 -0.52 -1.93
16 N 0.56 -0.13 3.28
17 C 5.30 0.40 -1.06
18 C -5.67 -2.22 -1.41
19 C 1.78 -0.06 2.94
20 O 1.45 0.17 -0.66
21 H -6.11 -3.15 -1.74
22 H -6.27 0.36 0.71
23 O -2.19 -0.70 -3.41
24 Te -2.88 0.61 3.41
25 C 3.63 2.09 -0.47
26 H 2.61 0.62 4.77
27 O 0.34 0.08 4.63
28 C -4.57 0.18 -0.57
29 O -0.40 4.38 -3.80
30 S -1.39 -3.28 -1.60
31 H 2.88 -1.53 0.00
32 C -4.47 -1.80 -1.94
33 C 5.51 1.56 1.00
34 C 5.98 0.61 0.12
35 C -0.15 3.41 -3.10
36 N 0.53 2.32 -3.67
37 C -0.99 -1.85 -0.65
38 H -7.73 -1.50 1.01
39 H -0.15 0.45 -3.40
40 H -4.15 1.13 -0.27
41 H 2.86 -2.21 1.65
42 F 3.96 3.16 1.62
43 N -7.54 -1.89 0.10
44 H 1.42 0.71 -2.92
45 Zr -0.08 1.56 -0.66
46 N 1.31 0.39 0.67
47 C 2.01 -0.27 1.49
48 N -0.43 -2.13 0.49
49 H 3.64 0.88 3.36
50 C 4.36 2.27 0.71
51 H -0.87 -5.34 -0.35
52 Se -0.57 3.52 1.41
53 F 6.17 1.77 2.16
54 N -1.15 -0.57 -1.10
55 H 3.49 -0.74 4.05
56 Te 0.66 3.58 3.58
57 H -7.64 -2.90 0.11
58 C 2.95 0.19 3.84
59 Se -2.22 1.77 1.26
60 H -3.96 -2.39 -2.69
61 C -3.90 -0.61 -1.50
62 C -0.81 -4.27 -0.32
63 H 4.03 -0.96 1.23
64 H -0.60 0.36 4.62

=====

Record 5
A cluster of 2 separate species, C20H18N2O2 in total. Source: OMol25; level of theory: ωB97M-V/def2-TZVPD.

The HOMO energy comes out at -6.0943 eV. The calculation puts the energy relative to the best compared isomer or geometry (same formula, charge and spin) at 5.4517 eV. The LUMO energy comes out at -0.0713 hartree. The calculation puts the gap between HOMO and LUMO at 0.1526 Eh.

Positions of all 42 atoms, in Å:
1 C 0.19 0.52 1.74
2 C 1.02 -3.26 -0.37
3 H 1.29 -1.63 0.99
4 H 2.33 4.86 2.15
5 H -4.42 -1.29 1.47
6 H 0.77 -0.53 -3.18
7 H -1.98 -1.79 0.36
8 C 1.13 2.48 0.60
9 C 0.71 0.48 -0.73
10 H -0.33 0.77 3.82
11 C 0.84 -2.62 -2.74
12 C 0.88 -0.89 -1.02
13 C 1.26 4.62 2.11
14 C 0.70 -3.31 -4.05
15 O 0.66 -4.87 -2.18
16 H 1.35 5.14 4.25
17 H 1.18 -5.46 -4.12
18 H 0.66 1.14 -1.60
19 C 0.44 2.57 2.92
20 C 0.64 4.77 3.50
21 C 0.47 -4.77 -3.65
22 C -2.52 -0.85 0.35
23 H -2.97 2.25 -0.41
24 H -0.56 -5.09 -3.88
25 C -3.04 1.24 -0.04
26 C 0.70 1.12 0.54
27 H -0.14 -2.91 -4.64
28 H 1.56 2.96 -0.28
29 C 0.86 -3.60 -1.72
30 O 0.20 3.42 3.95
31 H -0.15 -0.52 1.70
32 N -4.10 0.72 0.67
33 H 1.08 -4.05 0.37
34 C -3.80 -0.58 0.92
35 C 0.06 1.21 2.91
36 H -0.25 5.41 3.48
37 N -2.06 0.29 -0.24
38 C 1.09 -1.92 -0.04
39 H 0.79 5.30 1.39
40 C 1.01 3.19 1.78
41 C 0.84 -1.28 -2.40
42 H 1.61 -3.23 -4.66

=====

Record 6
A structure of composition C20H18N3OS3Sn. Source: OMol25; level of theory: ωB97M-V/def2-TZVPD.

The HOMO energy comes out at -4.4280 eV. The net charge is -1. The LUMO energy comes out at 0.0833 hartree. The calculation puts the gap between HOMO and LUMO at 0.2460 Eh.

Positions of all 46 atoms, in Å:
1 C 0.53 4.06 0.48
2 H -0.37 4.63 0.27
3 H -4.53 -4.13 -0.54
4 H 0.04 2.53 1.99
5 N -0.89 -1.37 -0.74
6 C 3.67 -1.34 1.25
7 H -1.70 -4.31 2.66
8 C -1.27 -2.92 1.11
9 C -2.87 -2.80 -0.68
10 S 1.97 -1.60 1.64
11 Sn 1.37 -1.51 -0.82
12 S 4.05 -0.46 -0.16
13 C -1.63 1.42 -3.05
14 C 1.43 3.93 -0.75
15 C 0.21 2.64 0.92
16 C -3.22 -4.33 1.15
17 C -3.23 1.45 -1.28
18 H -1.23 1.84 -3.97
19 H 3.19 3.37 0.41
20 H -4.09 1.90 -0.79
21 C -1.67 -2.33 -0.10
22 H -0.36 -2.57 1.58
23 H -3.03 -0.09 0.20
24 H -3.18 -2.38 -1.63
25 C -2.73 2.01 -2.45
26 C -2.65 0.32 -0.73
27 H 1.08 4.59 1.27
28 C -1.04 0.29 -2.51
29 C -2.04 -3.90 1.72
30 C 2.51 2.94 -0.34
31 C 4.63 -1.86 2.10
32 H 0.85 3.50 -1.57
33 N 4.07 -3.21 4.22
34 O 1.06 0.80 -0.70
35 H 3.08 2.52 -1.16
36 H 1.85 4.88 -1.07
37 H -0.63 2.22 0.36
38 H -3.19 2.89 -2.88
39 N 7.16 -1.57 1.72
40 C -1.53 -0.29 -1.32
41 H -0.19 -0.17 -2.99
42 C -3.62 -3.78 -0.06
43 H -3.83 -5.08 1.64
44 C 6.02 -1.68 1.87
45 C 4.30 -2.61 3.26
46 S 1.64 1.56 0.47

=====

Record 7
A structure of composition C20H18N3OY. Source: OMol25; level of theory: ωB97M-V/def2-TZVPD.

The HOMO energy comes out at -7.6364 eV. The LUMO energy comes out at -0.0411 hartree. The calculation puts the gap between HOMO and LUMO at 0.2395 Eh.

Positions of all 43 atoms, in Å:
1 H 1.26 1.31 1.81
2 C -0.43 -2.78 -1.59
3 C -4.72 5.04 -1.01
4 H -2.21 -1.70 -0.72
5 C 0.57 -3.58 -0.94
6 N 4.26 -8.03 1.11
7 H -0.66 2.52 -2.14
8 H -1.34 -2.65 1.67
9 C 2.92 0.36 0.61
10 C 2.80 -1.68 1.70
11 H -2.03 5.41 1.04
12 H -5.04 3.37 -2.34
13 H 1.44 -4.00 -1.45
14 C -0.82 -2.75 0.71
15 H 3.34 1.18 0.01
16 H -4.12 6.59 0.38
17 C -4.36 3.82 -1.61
18 C -0.20 2.54 -1.15
19 H -0.39 3.58 0.79
20 N 4.18 -5.63 0.48
21 Y 1.20 -1.36 -0.15
22 H -5.66 5.53 -1.27
23 O -0.80 1.66 -0.17
24 C 3.50 -0.94 0.69
25 C -2.30 3.75 -0.31
26 C 0.30 -3.60 0.46
27 H 2.92 -2.72 1.99
28 C 1.82 0.42 1.55
29 H 0.89 2.58 -1.10
30 N 3.21 -3.55 -0.39
31 C 3.63 -4.59 0.02
32 C -2.69 4.98 0.29
33 C 1.78 -0.84 2.25
34 H -0.56 -2.76 -2.68
35 H -2.90 2.27 -1.78
36 C -1.27 -2.24 -0.56
37 C -0.98 3.16 -0.03
38 H 1.20 -1.10 3.13
39 C -3.86 5.63 -0.07
40 H 0.79 -4.23 1.21
41 C 4.14 -6.90 0.77
42 H 4.34 -1.27 0.08
43 C -3.16 3.20 -1.28

=====

Record 8
An isolated molecule of C20H18N4O. Source: OMol25; level of theory: ωB97M-V/def2-TZVPD.

The HOMO energy comes out at -7.8453 eV. The calculation puts the energy relative to the best compared isomer or geometry (same formula, charge and spin) at 0.0000 eV. The LUMO energy comes out at -0.0096 hartree. Its SMILES is Cc1[nH]c2ccccc2c1CCNC(=O)c1ccc2nccnc2c1. The calculation puts the gap between HOMO and LUMO at 0.2787 Eh.

Positions of all 43 atoms, in Å:
1 H 3.79 -0.59 3.18
2 C -0.86 -0.99 -3.32
3 C -2.18 -1.33 -3.40
4 C 0.72 1.41 1.01
5 C 2.43 0.82 2.35
6 C 3.73 0.48 2.98
7 C 2.13 1.22 1.07
8 N 1.26 0.77 3.09
9 O 1.68 0.14 -3.10
10 C 3.06 1.33 -0.09
11 N -2.91 -1.73 0.19
12 C -4.18 -2.03 0.09
13 H -2.20 2.16 -0.49
14 C 3.24 -0.04 -0.78
15 H -4.70 -2.21 1.02
16 H 1.21 0.53 4.06
17 C 1.23 -0.42 -2.12
18 C -0.88 -1.15 -0.91
19 N 1.97 -0.68 -1.02
20 H 3.73 0.09 -1.75
21 C -0.19 -0.89 -2.08
22 C -2.24 -1.50 -0.96
23 H 3.84 -0.71 -0.16
24 N -4.21 -1.91 -2.28
25 H -0.45 -1.06 0.07
26 C -1.51 1.86 0.28
27 H 3.85 1.01 3.93
28 C -0.16 1.80 0.00
29 H 4.55 0.75 2.32
30 H 0.21 2.04 -0.99
31 C -2.00 1.55 1.55
32 C -4.83 -2.12 -1.15
33 H -5.88 -2.37 -1.21
34 C -1.15 1.18 2.58
35 H -1.53 0.94 3.56
36 H -3.06 1.61 1.74
37 H 2.64 2.03 -0.81
38 C 0.21 1.12 2.30
39 H 4.04 1.70 0.22
40 H -0.29 -0.76 -4.21
41 H 1.50 -1.04 -0.20
42 H -2.69 -1.40 -4.34
43 C -2.91 -1.59 -2.22

=====

Record 9
A structure of composition C20H18O6PtS. Source: OMol25; level of theory: ωB97M-V/def2-TZVPD.

The HOMO energy (spin up / spin down) comes out at -15.0783 / -15.2439 eV. Its multiplicity is 5. The net charge is +2. The calculation puts the energy relative to the best compared isomer or geometry (same formula, charge and spin) at 0.0000 eV. The LUMO energy (spin up / spin down) comes out at -0.2140 / -0.3733 hartree. The calculation puts the gap between HOMO and LUMO (spin up / spin down) at 0.3401 / 0.1869 Eh.

Positions of all 46 atoms, in Å:
1 O 3.91 -2.00 -2.52
2 C 1.10 3.80 0.76
3 O -0.14 -2.01 -1.11
4 H 0.32 -4.76 -2.81
5 C 2.30 3.39 0.18
6 O 0.99 0.64 -2.04
7 C 2.17 1.29 1.34
8 O 0.11 -0.70 1.87
9 H -0.70 -4.70 -1.38
10 H -0.53 3.27 2.06
11 O 1.25 0.51 -4.23
12 C -1.89 1.41 4.36
13 H -1.37 -0.95 -2.42
14 C -0.21 -4.09 -2.13
15 C 0.65 -1.48 -3.23
16 H 2.83 4.07 -0.49
17 C -3.63 1.68 2.19
18 C 0.74 -3.11 -1.45
19 H -4.31 1.79 1.36
20 H 1.25 -3.46 -0.56
21 C -0.66 -1.77 -2.45
22 H -2.21 -3.26 -2.45
23 C -4.03 2.04 3.48
24 H 0.55 -1.72 -4.29
25 O 2.81 -1.11 -0.83
26 C 1.65 -2.46 -2.53
27 C 0.99 0.00 -3.09
28 C 0.41 2.95 1.63
29 C -2.35 1.20 1.98
30 C -1.20 -3.14 -2.84
31 H 0.70 4.78 0.54
32 H 2.68 0.42 1.75
33 C -3.17 1.91 4.56
34 C 0.94 1.71 1.90
35 H -2.03 0.92 0.99
36 C 2.84 -1.77 -1.86
37 H -1.22 1.27 5.20
38 H 2.03 -3.19 -3.24
39 C -1.50 1.07 3.07
40 S 0.14 0.47 2.92
41 H 3.80 1.86 0.07
42 H -5.03 2.42 3.64
43 C 2.84 2.16 0.47
44 H -1.24 -3.27 -3.92
45 H -3.49 2.18 5.55
46 Pt 0.90 -0.27 -0.01

=====

Record 10
A structure of composition C20H19AlNO5S. Source: OMol25; level of theory: ωB97M-V/def2-TZVPD.

The HOMO energy comes out at -3.5929 eV. The net charge is -1. The calculation puts the energy relative to the best compared isomer or geometry (same formula, charge and spin) at 0.6530 eV. The LUMO energy comes out at 0.0915 hartree. The calculation puts the gap between HOMO and LUMO at 0.2235 Eh.

Positions of all 47 atoms, in Å:
1 H -0.73 2.07 -3.15
2 H -3.54 -1.98 4.85
3 N -0.58 2.87 -2.52
4 H -1.06 -2.82 -4.39
5 C 3.97 2.60 -1.56
6 C -3.41 -2.71 2.83
7 C -1.01 -3.05 -3.33
8 H -0.45 -5.62 -1.21
9 C -1.27 -2.06 -2.40
10 Al 0.30 2.89 0.36
11 C 2.51 1.07 -0.49
12 H 3.27 4.10 -0.10
13 H -4.08 -3.55 3.00
14 H -0.53 -5.13 -3.64
15 C -3.11 -1.83 3.87
16 H -1.07 0.27 2.18
17 C -0.68 -4.62 -1.56
18 H -2.03 -0.06 4.40
19 O 0.80 4.44 1.19
20 C -1.44 -1.22 -0.04
21 H 2.30 0.43 0.37
22 C -2.00 -1.46 1.30
23 H 1.92 0.74 -1.34
24 C -0.60 1.13 -0.78
25 H 4.36 0.44 -1.41
26 O 2.09 2.42 -0.12
27 H -1.51 -1.06 -2.73
28 O -0.16 2.53 2.07
29 O -0.82 4.70 3.04
30 C -0.93 -3.62 -0.63
31 H 3.69 2.44 -2.60
32 S 0.29 3.93 2.59
33 C -1.72 -0.58 2.35
34 C -1.06 0.02 -0.41
35 H 2.23 3.94 -1.53
36 H 4.56 1.33 0.11
37 C -2.27 -0.76 3.61
38 H -3.13 -3.21 0.77
39 H 4.93 3.11 -1.53
40 C 2.88 3.41 -0.84
41 C -0.72 -4.35 -2.92
42 C -0.62 2.45 -1.29
43 H -0.87 -3.85 0.43
44 C -2.86 -2.53 1.57
45 O 1.40 3.79 3.49
46 C -1.23 -2.31 -1.02
47 C 3.97 1.26 -0.81

=====

The calculation returns the following F_max values, one per record and in order: 2.44, 1.16, 3.43, 0.53, 2.92, 0.70, 2.69, 0.68, 0.22, 0.56 eV/Å.
The calculation returns the following E_tot values, one per record and in order: -1312.06231, -1935.96463, -1710.96511, -8687.72680, -1032.79389, -2421.39164, -1050.65948, -1067.25544, -1741.07869, -1845.22002 Ha.